Density functional theory data (ωB97M-V/def2-TZVPD) for a structure of composition C20H32B2FeN4O6PS2.

**Relative energy (zero: lowest compared OMol25 entry of this formula, charge and spin)**: 4.64 kcal/mol
**Multiplicity**: 2
**HOMO level (spin up / spin down)**: -7.7 / -7.7 eV
**⟨S²⟩**: 0.89
**HOMO-LUMO gap (spin up / spin down)**: 7.660 / 8.323 eV
**LUMO level (spin up / spin down)**: -0.01 / 0.66 eV
**Max |F|**: 0.576 eV/Å

Structure (XYZ):
```
68
Properties=species:S:1:pos:R:3:forces:R:3
H 3.301 4.066 -1.019 0.00 -0.01 -0.02
C 4.660 -1.412 1.233 -0.03 -0.05 -0.02
O 0.368 -3.360 -0.774 0.05 -0.12 -0.04
C -3.427 1.828 1.531 -0.09 0.03 0.03
H 0.758 -2.799 -2.725 0.00 0.01 -0.02
C -4.024 -0.518 -4.048 -0.06 -0.01 0.01
H 0.169 -4.486 1.959 -0.02 0.00 0.01
H -1.120 3.465 -2.782 -0.01 0.00 -0.02
Fe -0.191 -0.211 -0.198 0.23 0.12 0.26
C 1.106 -3.931 1.960 0.04 -0.04 -0.09
H -3.839 2.074 0.549 0.01 0.00 0.01
H 1.827 -4.440 1.321 0.00 0.02 0.01
C -5.978 -1.390 -2.897 0.02 0.00 -0.01
H -3.539 -0.126 -4.931 0.00 0.00 0.01
S 1.443 0.790 1.316 -0.01 0.08 0.10
H -0.848 1.788 -3.327 0.00 -0.03 0.02
P -0.123 -2.303 0.308 0.21 0.22 -0.30
H -3.869 0.886 1.857 0.01 0.00 -0.01
H 5.607 -0.757 -0.649 -0.01 -0.01 0.00
H 0.740 4.721 -1.848 0.01 -0.01 0.00
H -0.224 2.928 0.830 0.04 -0.01 0.04
H 4.632 2.206 -0.520 0.02 -0.07 -0.03
H -0.971 -2.856 -2.313 0.00 -0.01 0.02
H 5.259 -2.174 1.698 -0.01 0.00 -0.02
H -2.175 -1.284 1.732 -0.02 -0.03 -0.01
C 2.949 -0.004 1.002 -0.11 -0.04 -0.11
H -5.729 -1.954 -0.814 0.01 0.00 -0.01
C -3.338 -0.689 -2.868 0.05 0.02 -0.09
H 3.076 -2.388 3.261 0.02 -0.02 0.02
C 1.456 1.569 -1.829 -0.02 -0.15 -0.01
B 3.947 1.361 -1.053 0.05 -0.01 -0.06
H 1.489 -3.864 2.974 -0.02 -0.01 0.02
O -3.017 -1.253 -0.727 0.24 -0.15 0.02
C -2.213 -2.369 1.851 0.00 -0.01 0.03
C -0.783 2.474 -2.487 0.09 -0.01 -0.01
C -3.938 -1.196 -1.729 0.01 -0.02 0.05
O -1.445 -3.026 0.827 -0.24 0.04 0.00
C 1.237 3.773 -1.753 0.01 -0.03 0.03
H -3.239 -2.705 1.741 -0.01 0.00 0.00
H -7.025 -1.661 -2.928 0.01 0.00 0.00
C -1.915 1.708 1.430 0.19 -0.13 0.19
H -5.955 -0.766 -4.945 0.00 0.00 0.01
H -0.062 -4.365 -2.491 0.02 -0.01 0.00
O -2.022 -0.424 -2.600 0.21 0.07 0.04
C 2.488 3.447 -1.353 -0.10 -0.08 0.07
C 4.823 -0.720 0.086 -0.01 0.10 0.01
C -1.285 3.043 1.049 -0.02 0.02 -0.12
H 4.470 0.912 -2.046 -0.08 0.00 0.03
H -1.392 3.772 1.856 -0.02 -0.03 0.00
H -1.780 3.449 0.161 -0.01 -0.01 0.03
H 2.037 -0.943 3.275 0.00 -0.02 -0.01
H 3.716 -0.842 3.862 -0.03 0.01 0.04
H -3.717 2.613 2.234 0.01 -0.02 0.00
C -5.265 -1.560 -1.709 -0.02 0.01 -0.03
C -0.003 -3.332 -2.159 -0.03 0.00 0.08
S 1.077 -0.111 -2.057 0.07 -0.14 -0.04
N 2.610 2.080 -1.403 0.21 0.10 -0.06
C -5.372 -0.881 -4.041 0.00 -0.01 0.00
N 3.776 0.167 -0.041 -0.03 0.03 0.06
H -1.824 -2.659 2.828 0.00 0.01 0.02
H -1.404 2.102 -1.674 -0.01 -0.02 -0.02
O -1.626 0.693 0.498 -0.33 0.31 -0.09
N 0.602 2.589 -2.051 -0.13 0.10 -0.04
N 3.484 -0.966 1.795 0.07 0.09 0.15
O 0.909 -2.588 1.495 0.13 -0.13 0.04
H -1.525 1.410 2.415 0.08 0.01 -0.01
B -1.803 -0.741 -1.244 -0.57 0.01 -0.08
C 3.050 -1.309 3.136 -0.05 0.04 -0.12
```
Forces are in eV/Å.

Density functional theory data (ωB97M-V/def2-TZVPD) for a structure of composition C20H32B2KO8 in a non-equilibrium geometry.

**Total charge**: -1
**HOMO level**: -2.3 eV
**HOMO-LUMO gap**: 4.529 eV
**LUMO level**: 2.26 eV
**Max |F|**: 1.407 eV/Å

Structure (XYZ):
```
63
Properties=species:S:1:pos:R:3:forces:R:3
H 3.636 -2.594 -4.015 0.10 -0.02 -0.03
C 0.235 2.934 2.862 -0.29 -0.17 0.29
C 2.612 -2.243 -4.138 -0.22 0.16 0.29
C -0.633 -6.295 1.492 0.02 -0.26 0.01
H 3.229 -0.437 0.083 0.01 0.03 0.01
C 3.779 -0.231 -2.504 -0.38 -0.04 0.09
B 0.306 -0.352 -2.478 0.23 -0.05 -1.00
C 0.974 3.804 0.794 -0.02 0.17 -0.35
C -3.149 1.971 2.439 -0.25 0.42 -0.25
O -0.033 3.798 1.778 -0.32 0.02 0.03
H -3.691 1.987 3.397 0.00 -0.01 -0.06
H 4.133 0.549 -1.829 0.00 0.02 0.05
C 2.528 -0.892 -1.894 0.90 -0.32 0.14
C 2.886 -1.318 -0.461 -0.22 0.17 -0.27
C 0.447 4.426 -0.498 0.26 -0.08 0.34
H 1.303 4.556 -1.175 -0.07 0.10 0.07
H -2.124 5.051 0.422 -0.07 -0.05 -0.06
H -2.171 3.259 -2.055 -0.10 0.15 -0.13
C -0.503 -3.923 1.477 -0.88 -0.96 -0.19
C 1.875 -3.409 -2.083 -0.14 0.34 -0.16
O -0.015 -2.690 1.606 0.07 0.66 0.04
H 1.161 -5.193 1.956 0.07 0.06 0.03
H 2.053 -2.992 -4.699 -0.02 -0.03 0.00
H -3.528 1.152 1.826 -0.15 -0.01 0.11
O 1.498 0.078 -1.818 -0.36 0.16 0.00
H 0.765 2.037 2.521 0.02 0.03 -0.04
H -0.167 -7.260 1.646 0.00 -0.01 -0.02
H 2.881 -3.767 -1.866 0.05 -0.07 0.06
H -3.639 -4.962 0.628 -0.05 0.05 -0.02
O -2.931 3.159 0.380 0.09 -0.32 -0.05
C -2.598 -5.008 0.919 -0.14 0.27 -0.05
K -1.138 0.360 -0.408 -0.53 1.26 0.36
O -2.228 -2.580 0.981 -0.02 0.64 0.04
H 1.853 4.367 1.150 -0.06 -0.07 -0.11
C -1.859 -3.856 1.097 0.75 -1.15 0.25
H 3.545 0.241 -3.455 0.00 -0.02 -0.09
C 0.120 -5.139 1.673 0.15 0.24 0.02
H 1.297 -3.357 -1.166 -0.03 -0.05 0.15
H 3.679 -2.064 -0.441 0.06 -0.08 0.00
H 1.385 -4.119 -2.748 -0.01 -0.04 -0.02
H -1.652 3.336 3.849 0.01 0.06 0.03
C -3.394 3.292 1.700 0.02 -0.20 0.29
B -1.079 -1.745 1.307 0.16 -0.17 0.47
C -1.965 -6.230 1.124 -0.04 -0.26 -0.01
C -2.630 4.363 -0.273 0.21 0.15 -0.28
H -2.526 -7.148 0.992 -0.01 0.00 -0.01
C -1.068 2.471 3.516 0.37 0.11 -0.09
H 0.857 3.449 3.613 -0.04 -0.12 -0.06
O -0.469 3.555 -1.114 0.23 -0.33 0.25
H 2.608 -1.323 -4.719 0.04 0.05 -0.02
C -1.721 4.060 -1.467 -0.48 0.10 0.18
H -4.473 3.530 1.719 0.13 -0.06 -0.01
O -1.796 1.673 2.619 0.37 0.04 -0.16
H -1.631 4.964 -2.090 -0.03 -0.08 0.04
C 1.916 -2.041 -2.777 0.67 -0.39 -0.14
H -3.553 4.849 -0.638 0.15 -0.01 0.05
H -2.860 4.113 2.200 -0.03 -0.06 -0.02
H 2.010 -1.702 0.054 -0.06 -0.09 0.12
H -0.805 1.866 4.398 -0.05 0.16 -0.09
H 0.003 5.407 -0.295 0.02 -0.02 0.01
O 0.592 -1.613 -3.030 -0.24 0.04 -0.02
H 1.280 2.779 0.559 0.09 -0.04 0.02
H 4.582 -0.954 -2.646 0.08 -0.04 -0.01
```
Forces are in eV/Å.

Density functional theory data (ωB97M-V/def2-TZVPD) for the ion C20H32BBrFN2O3 with charge -1 in a non-equilibrium geometry.

**Total charge**: -1
**HOMO level**: -5.6 eV
**HOMO-LUMO gap**: 8.203 eV
**LUMO level**: 2.59 eV
**Max |F|**: 5.152 eV/Å

Structure (XYZ):
```
60
Properties=species:S:1:pos:R:3:forces:R:3
H 4.148 0.478 3.024 -0.26 -0.55 -1.68
C 0.423 3.140 -2.709 0.63 3.72 -0.31
H -0.883 0.791 -0.936 0.84 -0.51 1.66
H -3.651 -4.771 1.138 -1.26 -0.18 -1.17
C -0.541 0.254 0.031 -0.22 -1.34 0.42
C -0.911 1.059 1.377 -1.18 0.65 -1.59
H 2.867 -1.540 2.961 0.78 0.11 -1.68
Br 3.495 2.982 1.739 -0.29 -0.51 0.03
H 4.910 0.348 1.375 -1.85 -0.42 0.50
H -4.337 2.317 1.052 1.08 -1.04 0.84
F -0.906 2.579 -2.820 2.65 0.35 0.20
O 0.861 3.115 -0.267 2.00 -3.15 -1.64
H -5.474 -4.578 1.229 1.14 -0.61 -1.12
H -3.205 -1.392 -1.651 -1.34 -0.40 1.21
H 6.521 1.926 -2.535 -1.21 -1.08 0.59
O 0.530 4.355 -2.913 -0.54 -5.06 0.61
C 4.494 1.565 -1.338 2.02 -3.77 -2.24
H 4.380 2.656 -1.049 -0.18 -1.78 -0.29
H 6.773 -0.739 -3.153 -1.67 0.68 1.05
H 3.057 -1.849 1.095 0.67 0.74 1.25
H -1.208 -0.699 0.062 0.84 1.45 -0.16
H -2.155 2.323 -0.133 0.06 -0.60 1.63
H -3.213 -0.640 1.556 -0.87 1.07 -0.69
H 1.068 -1.044 0.844 -0.02 1.18 -1.28
H 4.888 -2.399 -2.349 -0.35 1.91 0.55
H 1.374 1.313 -2.742 0.31 0.36 0.39
C -3.552 1.631 1.562 -0.41 0.50 -0.70
C 4.759 -1.287 -2.068 1.17 1.95 -0.31
C 3.917 0.149 1.935 0.15 0.47 1.02
C 3.536 -1.403 2.025 0.50 0.01 0.81
C -4.359 0.037 -0.358 0.63 0.43 0.13
C 1.492 2.155 -0.809 -2.06 3.35 1.19
C 2.718 1.126 1.462 0.39 -0.89 1.81
C 5.875 -0.338 -2.557 -2.84 1.39 2.04
H -3.172 -2.777 0.427 -1.59 0.23 -0.48
H -0.078 1.721 1.781 -0.93 -1.28 -0.56
C 5.740 1.175 -2.189 -3.06 -2.91 1.41
C 0.971 -0.303 -0.040 -1.59 -1.08 -0.23
C -4.167 -1.413 -1.022 -1.21 0.01 -0.71
C 3.468 0.426 -0.970 1.91 0.28 -1.03
H -4.908 -2.423 0.923 0.70 -0.17 -1.56
H -5.034 -1.551 -1.775 1.36 0.11 1.07
H -4.730 -5.918 0.115 0.08 1.55 0.38
H 4.501 -1.992 2.268 -1.45 0.87 -0.49
H -3.648 1.871 2.688 0.37 -0.67 -1.68
B 2.144 0.860 -0.046 0.86 -0.41 -1.06
H -3.677 0.777 -0.926 -1.02 -1.22 0.85
C -4.243 -2.639 0.002 1.50 0.88 0.35
H -4.957 -0.077 1.788 1.58 0.13 -0.76
H 1.916 1.040 2.293 1.22 0.32 -1.40
N 1.542 2.239 -2.321 -3.25 0.46 0.29
H -5.427 0.462 -0.489 1.61 -0.93 0.23
C -2.124 2.085 0.989 0.23 0.44 1.37
N 3.590 -0.957 -1.317 3.71 3.19 -1.60
C -3.979 0.127 1.202 -1.03 0.73 0.32
O -4.618 -3.899 -0.608 0.37 0.00 2.05
C -4.615 -4.854 0.505 -0.22 0.17 0.39
H 1.000 -0.979 -0.982 0.18 1.07 1.41
H -1.304 0.282 2.124 0.83 1.32 -0.73
H -1.878 3.095 1.502 -0.47 -1.51 -0.90
```
Forces are in eV/Å.

> The highest max |F| belongs to which entry?

C20H32BBrFN2O3

> What is the max |F| in the first record?

0.576 eV/Å

> What is the formula in the second record?

C20H32B2KO8

> The lowest max |F| belongs to which entry?

C20H32B2FeN4O6PS2